C28H38BN8O4Pb as an isolated structure. Source: the OMol25 dataset; level of theory: ωB97M-V/def2-TZVPD.

Computed properties:
* total energy: -55683.52634 eV
* net charge: +1
* frontier orbital gap: 8.901 eV

Each line ends with the Mulliken charge.
Atoms and positions in Å:
1 Pb -0.663 0.152 -0.891  1.31
2 C 3.078 -0.006 -1.025  -1.42
3 C 2.698 0.084 0.408  0.35
4 C 3.582 0.412 1.505  -1.05
5 C 2.825 0.459 2.604  0.39
6 C 3.187 0.647 4.031  -1.50
7 N 1.457 0.238 2.200  0.29
8 N 1.480 -0.078 0.811  1.00
9 B 0.588 1.758 2.328  -1.01
10 N 1.078 2.606 1.195  1.66
11 N 0.634 2.415 -0.079  -0.44
12 C 1.253 3.308 -0.834  0.30
13 C 0.997 3.415 -2.301  -1.43
14 C 2.114 4.100 -0.048  -1.19
15 C 1.974 3.629 1.233  0.79
16 C 2.632 4.096 2.486  -1.22
17 N -0.887 1.449 2.343  0.43
18 N -1.604 0.959 1.284  -0.09
19 C -2.882 1.008 1.625  0.36
20 C -3.982 0.595 0.707  -1.47
21 C -3.014 1.511 2.928  -1.25
22 C -1.738 1.782 3.352  0.99
23 C -1.305 2.359 4.658  -1.51
24 H 4.080 -0.421 -1.130  0.47
25 H 3.091 1.003 -1.445  0.18
26 H 2.375 -0.628 -1.574  0.21
27 H 4.648 0.560 1.441  0.58
28 H 4.242 0.900 4.108  0.42
29 H 3.019 -0.272 4.596  0.31
30 H 2.599 1.438 4.495  0.35
31 H 0.930 2.176 3.387  -0.11
32 H 0.412 2.571 -2.666  0.17
33 H 1.932 3.451 -2.860  0.37
34 H 0.444 4.326 -2.531  0.36
35 H 2.739 4.915 -0.373  0.53
36 H 3.288 4.934 2.262  0.43
37 H 3.235 3.307 2.939  0.18
38 H 1.900 4.424 3.224  0.24
39 H -3.680 0.628 -0.337  0.25
40 H -4.839 1.254 0.837  0.45
41 H -4.306 -0.425 0.924  0.16
42 H -3.927 1.670 3.475  0.52
43 H -2.175 2.486 5.297  0.38
44 H -0.833 3.334 4.529  0.27
45 H -0.596 1.711 5.175  0.28
46 C 0.772 -0.810 3.004  -0.97
47 H 0.649 -0.431 4.016  0.48
48 H 1.385 -1.711 3.003  0.55
49 H -0.187 -1.019 2.546  0.02
50 O -0.752 -1.692 0.463  -0.95
51 C 0.015 -2.412 -0.233  1.27
52 O 0.461 -1.990 -1.331  -1.01
53 C 0.402 -3.772 0.250  0.26
54 C -0.002 -4.195 1.513  -0.18
55 C 0.343 -5.455 1.969  -0.89
56 C 1.089 -6.269 1.136  -0.12
57 C 1.503 -5.877 -0.123  -0.63
58 C 1.156 -4.610 -0.565  -0.36
59 N 1.458 -7.620 1.617  1.01
60 O 2.105 -8.320 0.870  -0.60
61 O 1.091 -7.933 2.729  -0.60
62 H -0.592 -3.527 2.127  0.71
63 H 0.046 -5.815 2.943  0.51
64 H 2.083 -6.556 -0.731  0.53
65 H 1.455 -4.263 -1.544  0.51
66 C -3.865 -4.468 0.253  -1.35
67 C -3.792 -4.041 -1.219  2.36
68 C -2.854 -4.966 -2.006  -1.48
69 C -5.190 -4.018 -1.848  -1.80
70 C -3.239 -2.677 -1.267  -0.62
71 N -2.814 -1.612 -1.297  -0.25
72 H -4.230 -5.494 0.306  0.45
73 H -4.548 -3.831 0.814  0.37
74 H -2.881 -4.425 0.721  0.16
75 H -3.264 -5.977 -1.992  0.46
76 H -1.860 -4.992 -1.558  0.22
77 H -2.764 -4.645 -3.043  0.40
78 H -5.611 -5.023 -1.806  0.43
79 H -5.147 -3.706 -2.892  0.40
80 H -5.855 -3.344 -1.309  0.38